No. 1
Density functional theory data (the ωB97M-V functional and the def2-TZVPD basis) for a molecular structure, C28H40N5OSV.

Properties
DFT total energy = -2781.6807 Ha
Strongest force on any atom = 0.95 eV/A
Total charge = +2
LUMO (alpha / beta) = -5.8 / -5.9 eV
Spin multiplicity = 3
HOMO-LUMO gap (alpha / beta) = 8.10 / 8.08 eV
ΔE to the lowest compared entry with this formula, charge and spin = 0.8808 eV
⟨S²⟩ = 2.0344

```
76
Properties=species:S:1:pos:R:3:forces:R:3
V -0.106241 0.036690 0.955596 0.0 -0.3 -0.9
C 0.118599 -0.251277 3.917319 0.0 0.1 0.0
N -0.954798 -0.210949 2.901967 0.0 0.0 0.0
C -1.903203 0.859603 3.281086 0.0 0.0 -0.1
C -1.674470 -1.524190 2.855426 -0.1 0.1 0.1
C -2.214349 -1.815055 1.473946 -0.1 0.0 0.1
C -3.232146 -2.750770 1.300694 0.0 0.0 0.0
C -3.670086 -3.064210 0.023040 0.0 0.0 0.0
C -3.094607 -2.446986 -1.083069 0.0 0.0 0.0
C -2.086120 -1.509257 -0.907468 0.0 0.0 -0.1
C -1.640872 -1.185351 0.370419 0.3 0.0 0.1
H -0.294541 -0.466926 4.906157 0.0 0.0 0.0
H 0.611677 0.721379 3.959764 0.0 0.0 0.0
H 0.847006 -1.018406 3.663466 0.0 0.0 0.0
H -2.189294 0.747658 4.329759 0.0 0.0 0.0
H -2.794874 0.792530 2.664481 0.0 0.0 0.0
H -1.440500 1.835500 3.138205 0.0 0.0 0.0
H -2.472960 -1.515847 3.603210 0.0 0.0 0.0
H -0.964361 -2.297055 3.154492 0.0 0.0 0.0
H -3.684032 -3.232558 2.160499 0.0 0.0 0.0
H -4.464776 -3.785449 -0.112341 0.0 0.0 0.0
H -3.440864 -2.690801 -2.079054 0.0 0.0 0.0
H -1.661604 -1.019958 -1.778892 0.0 0.0 0.0
C 2.771473 3.246969 1.059959 -0.1 0.0 0.0
C 2.190328 4.293858 0.357232 0.0 0.0 0.0
C 0.890944 4.164387 -0.102067 0.0 0.0 0.0
C 0.199583 2.988014 0.154082 0.1 0.1 0.0
N 0.774297 1.975126 0.808904 0.0 0.0 0.4
C 2.024736 2.102655 1.252973 0.2 0.1 0.1
C -1.214451 2.750394 -0.185179 -0.1 0.1 0.0
C -2.000826 3.691240 -0.829305 0.0 0.0 0.0
C -3.352995 3.439570 -0.992706 0.0 0.0 0.0
C -3.869238 2.256367 -0.498120 0.0 0.0 0.0
C -3.009929 1.350403 0.098309 0.0 0.0 -0.1
N -1.700024 1.572151 0.251440 0.2 -0.1 -0.1
H 3.774929 3.314368 1.455016 0.0 0.0 0.0
H 2.740643 5.207214 0.175408 0.0 0.0 0.0
H 0.422176 4.975406 -0.638181 0.0 0.0 0.0
H 2.442245 1.251866 1.778270 0.0 0.0 0.0
H -1.572711 4.614097 -1.190246 0.0 0.0 0.0
H -3.988438 4.161758 -1.486736 0.0 0.0 0.0
H -4.919878 2.017874 -0.578326 0.0 0.0 0.0
H -3.381991 0.400081 0.451368 0.0 0.0 0.0
C 5.260048 -1.881749 1.784121 0.0 0.0 0.0
C 4.423628 -0.926163 0.940927 0.0 0.1 0.0
C 4.047994 -1.550220 -0.392339 -0.1 0.0 0.0
S 2.962325 -0.556879 -1.444398 0.1 -0.2 -0.2
O 1.836807 -0.053556 -0.569809 -0.5 0.2 0.2
C 4.049327 0.863786 -1.737347 0.0 0.0 0.0
C 3.737710 1.522514 -3.076549 0.0 0.0 0.0
C 2.341641 2.130293 -3.140252 0.0 0.0 0.0
H 5.512807 -1.438693 2.746282 0.0 0.0 0.0
H 6.193700 -2.138382 1.283057 0.0 0.0 0.0
H 4.722114 -2.813350 1.975241 0.0 0.0 0.0
H 4.978257 0.000374 0.773744 0.0 0.0 0.0
H 3.505192 -0.660709 1.469642 0.0 0.0 0.0
H 3.514531 -2.492957 -0.248753 0.0 0.0 0.0
H 4.922752 -1.773288 -1.008779 0.0 0.0 0.0
H 5.078970 0.505674 -1.695964 0.0 0.0 0.0
H 3.879421 1.543228 -0.899883 0.0 0.0 0.0
H 3.868144 0.790236 -3.875990 0.0 0.0 0.0
H 4.490601 2.294689 -3.245273 0.0 0.0 0.0
H 1.567486 1.395692 -2.906667 0.0 0.0 0.0
H 2.136579 2.519930 -4.136010 0.0 0.0 0.0
H 2.242530 2.954226 -2.429902 0.0 0.0 0.0
C 1.433949 -4.697741 -0.446466 0.0 0.0 0.0
N 1.632460 -4.084642 0.874643 0.0 0.0 -0.1
C 2.170203 -4.909554 1.962305 0.0 0.0 0.0
C 1.250204 -2.865499 1.080548 -0.2 -0.1 0.3
N 0.889935 -1.778792 1.262598 0.2 0.0 0.1
H 2.393876 -5.025705 -0.843931 0.0 0.0 0.0
H 0.986990 -3.969088 -1.118742 0.0 0.0 0.0
H 0.765602 -5.552261 -0.349101 0.0 0.0 0.0
H 3.163309 -5.264566 1.689547 0.0 0.0 0.0
H 1.512693 -5.761424 2.131711 0.0 0.0 0.0
H 2.235697 -4.317665 2.871585 0.0 0.0 0.0
```
Forces are in eV/Å.

No. 2
Density functional theory data (the ωB97M-V functional and the def2-TZVPD basis) for C10H17N3O5 in the gas phase at a distorted geometry.

Properties
DFT total energy = -931.7867 Ha
Strongest force on any atom = 2.03 eV/A
SMILES = CNC(=O)CNC(=O)[C@@H](CCC(=O)O)NC(C)=O
LUMO = 0.6 eV
HOMO-LUMO gap = 10.01 eV
ΔE to the lowest compared entry with this formula, charge and spin = 0.3892 eV

```
35
Properties=species:S:1:pos:R:3:forces:R:3
C -3.019762 -3.423453 0.567589 0.0 1.0 -0.3
N -2.633804 -2.628005 -0.621915 0.0 -1.0 -0.2
C -2.456257 -1.287893 -0.592937 0.1 0.1 0.8
O -2.681001 -0.616446 0.405050 0.0 -0.2 -0.4
C -1.908917 -0.621037 -1.865106 1.4 -0.4 -0.1
N -0.945534 0.424088 -1.531487 -0.5 -0.6 0.0
C 0.142920 0.147136 -0.785154 1.4 -1.2 0.3
O 0.606099 -0.989841 -0.691928 -0.7 0.6 0.1
C 0.798764 1.323791 -0.058250 0.1 0.8 0.7
C 1.794840 1.009983 1.107477 -0.9 -1.1 -0.1
C 1.205858 0.218642 2.303225 -0.2 0.3 0.0
C 0.057061 0.960483 3.071178 1.4 0.2 -0.3
O -0.340922 2.083252 2.837195 0.2 -1.0 0.0
O -0.363963 0.262441 4.151233 0.3 0.0 -0.9
N 1.426388 2.282239 -0.962146 -1.8 0.5 0.8
C 2.391855 2.130498 -1.880794 1.3 -0.3 -0.3
C 2.949748 0.745780 -2.204485 0.4 1.5 -0.2
O 2.878958 3.137937 -2.344387 0.4 0.5 -0.9
H -3.884715 -2.922678 0.998405 -0.1 -0.3 0.1
H -3.217084 -4.477090 0.343674 -0.1 0.5 -0.3
H -2.233542 -3.386638 1.309620 0.3 0.0 0.2
H -2.348058 -3.147741 -1.439402 0.1 0.3 0.1
H -1.394683 -1.330794 -2.529501 -0.3 -0.1 0.3
H -2.698048 -0.169682 -2.428017 -0.6 0.3 -0.2
H -1.247337 1.364142 -1.613520 -0.2 0.7 0.2
H -0.065526 1.862774 0.369812 0.5 -0.1 0.1
H 2.171127 1.932948 1.513826 0.0 0.7 -0.2
H 2.670922 0.456833 0.729789 -0.5 0.1 0.1
H 0.848264 -0.755451 1.952918 -0.1 0.1 0.2
H 2.056810 0.029306 2.999283 -0.9 0.1 -0.2
H -1.028267 0.835716 4.535816 -0.5 0.2 0.5
H 1.185729 3.267370 -0.792779 0.4 -0.8 -0.2
H 2.188778 0.074416 -2.453229 -1.2 -1.2 -0.1
H 3.478548 0.407753 -1.328226 0.2 -0.4 0.2
H 3.614753 0.799222 -3.072827 0.0 0.3 0.4
```
Forces are in eV/Å.

No. 3
Density functional theory data (the ωB97M-V functional and the def2-TZVPD basis) for C8H12N2O2 in the gas phase at a distorted geometry.

Properties
DFT total energy = -572.0057 Ha
Strongest force on any atom = 5.08 eV/A
SMILES = CCN1C(=O)CN2C(=O)CC[C@H]12
LUMO = 0.7 eV
HOMO-LUMO gap = 10.17 eV
ΔE to the lowest compared entry with this formula, charge and spin = 1.8426 eV

```
24
Properties=species:S:1:pos:R:3:forces:R:3
C -2.963234 -0.612768 0.749978 -0.3 -1.2 -1.9
C -2.122917 -0.385899 -0.598078 2.1 -3.5 2.1
N -0.829649 0.250121 -0.260107 -1.9 0.0 -0.9
C -0.838591 1.621355 -0.196302 2.0 -0.4 -1.1
O -1.748853 2.323507 -0.513862 -1.4 0.7 0.0
C 0.581019 2.057811 0.119591 1.0 0.7 2.6
N 1.153931 0.757944 0.420694 3.3 -0.2 0.3
C 2.502505 0.487746 0.145284 -0.8 3.6 -0.8
O 3.409445 1.315434 0.076782 -1.3 -0.7 0.4
C 2.605373 -0.895368 -0.170707 2.8 -4.2 -0.4
C 1.193557 -1.453031 -0.550268 -0.4 0.7 0.8
C 0.336923 -0.426550 0.277774 -1.3 0.3 1.2
H -2.354588 -1.198208 1.495571 -0.6 0.5 -0.9
H -3.167616 0.364553 1.176878 -0.6 -0.1 0.1
H -3.898785 -1.259121 0.438181 1.6 1.6 1.0
H -2.607256 0.136573 -1.432462 0.1 -0.3 0.5
H -1.711455 -1.478464 -0.834507 -1.5 2.1 -0.4
H 0.643666 2.741121 1.057610 -0.5 -1.1 -1.4
H 1.250015 2.584788 -0.602594 -1.1 -0.5 -0.1
H 3.479776 -1.115463 -0.922531 -1.9 0.6 1.2
H 3.061170 -1.244401 0.786068 -0.5 -0.7 -0.4
H 1.119353 -1.139119 -1.586735 -0.5 -0.4 -0.4
H 0.867568 -2.551432 -0.383426 1.0 1.9 -0.2
H 0.038635 -0.881118 1.307175 0.7 0.5 -1.4
```
Forces are in eV/Å.

No. 4
Density functional theory data (the ωB97M-V functional and the def2-TZVPD basis) for 10 unconnected molecules or ions with the total composition C25H64N10O20 at a distorted geometry.

Properties
DFT total energy = -3042.5043 Ha
Strongest force on any atom = 5.14 eV/A
LUMO = -0.4 eV
HOMO-LUMO gap = 7.42 eV
ΔE to the lowest compared entry with this formula, charge and spin = 0.0000 eV

```
119
Properties=species:S:1:pos:R:3:forces:R:3
C 16.474500 16.671196 16.230869 -2.1 -1.5 1.1
C 16.369688 18.099561 15.996744 -1.3 0.7 -0.9
N 17.319025 18.635485 15.011604 1.3 0.6 -0.6
C 18.720078 18.153159 15.303351 -1.1 0.1 0.5
C 16.854966 18.222367 13.614497 1.9 1.7 0.0
C 17.989618 18.424634 12.555102 -0.4 -1.5 0.7
C 17.380080 20.142413 15.240439 2.1 -0.7 -0.6
C 16.074381 20.786445 15.281593 -1.5 0.2 1.2
O 15.642667 20.739766 16.634640 1.3 0.6 0.0
C 14.282038 20.834016 16.859786 -1.3 0.9 1.6
H 16.267013 16.095493 15.355350 -0.3 -0.4 -0.1
H 15.732025 16.410453 17.045917 0.6 0.2 -1.0
H 17.397421 16.357941 16.591200 1.8 -0.5 0.7
H 16.710487 18.634912 16.834553 -0.7 0.6 1.6
H 15.330951 18.362971 15.607890 1.3 -0.1 0.8
H 18.885010 18.376956 16.348664 0.0 -0.4 0.4
H 19.482514 18.729446 14.804299 -0.1 0.0 -0.7
H 18.714517 17.091324 15.122899 0.6 -0.2 -0.2
H 15.988825 18.854241 13.437484 -0.1 -0.3 -0.4
H 16.596560 17.207033 13.761135 -0.3 -0.7 -0.4
H 18.826763 17.679657 12.712175 -1.1 0.6 -0.4
H 18.435669 19.387314 12.653087 0.3 0.9 0.0
H 17.572333 18.367132 11.537985 0.2 -0.2 0.5
H 17.899361 20.421672 14.330143 0.4 0.7 0.2
H 18.020700 20.295007 16.174645 -1.0 0.0 -1.3
H 15.398563 20.214150 14.696125 -0.9 -0.5 -0.8
H 16.023166 21.779541 14.841386 0.4 0.4 0.2
H 14.144140 20.880631 17.977195 0.2 0.0 -1.0
H 13.753185 19.952337 16.525052 -0.3 -0.1 -0.5
H 13.827883 21.778565 16.468669 0.3 -0.7 -0.1
C 14.761880 18.936507 9.549694 -1.1 2.7 0.0
C 14.095626 17.709065 9.066160 1.8 -2.2 -0.4
N 14.567171 17.106998 7.695962 -0.2 1.1 0.6
C 16.002486 16.812409 7.724658 -0.4 -2.0 0.8
C 13.854166 15.800475 7.529102 1.9 -0.7 -2.3
C 14.193744 14.731510 8.519969 1.9 -0.3 0.0
C 14.357769 18.029711 6.480667 -0.5 0.1 1.2
C 12.847996 18.350125 6.283102 0.5 1.4 -1.0
O 12.308463 17.851609 5.093533 0.0 -0.4 -0.6
C 10.868976 17.753335 5.067587 0.4 -0.6 -0.1
H 14.292554 19.163419 10.527095 0.4 -0.3 -0.3
H 14.547341 19.878698 8.983203 -0.2 -0.8 -0.1
H 15.823493 19.024535 9.685430 0.7 -0.9 0.1
H 13.039717 17.749398 8.977305 -1.0 0.3 0.2
H 14.369517 16.856610 9.737316 -0.6 0.9 -0.3
H 16.086422 15.873388 8.333622 0.6 1.2 -0.7
H 16.604025 17.586134 8.139871 0.2 0.7 0.1
H 16.224660 16.589265 6.703362 0.8 -0.2 -0.5
H 14.200092 15.417049 6.517758 -0.6 0.7 0.9
H 12.832412 15.970089 7.490053 -1.9 0.4 -0.2
H 13.335173 14.414924 9.038772 -1.1 -0.5 0.6
H 14.930922 15.090944 9.254875 -0.6 -0.4 0.0
H 14.694020 13.893103 7.992131 -0.5 0.3 0.4
H 14.833843 17.461262 5.662502 -0.5 0.7 0.0
H 14.944257 18.946901 6.776319 -0.6 -0.9 -0.7
H 12.712153 19.461159 6.237892 0.2 -0.6 0.5
H 12.268257 17.935911 7.064457 -0.5 0.0 1.3
H 10.487723 16.933991 5.682172 0.3 -0.1 0.1
H 10.667016 17.573023 4.027858 -0.2 -0.3 -0.4
H 10.289473 18.623040 5.348243 0.5 0.7 0.3
C 10.119081 9.082217 9.472340 1.9 0.1 0.4
C 10.609153 8.875266 10.896616 0.8 0.5 -0.1
O 10.481409 7.835091 11.498114 -0.6 -1.1 0.0
N 11.312949 9.862167 11.514938 0.3 0.2 -0.3
H 11.702525 9.530962 12.396506 -0.1 0.5 -0.4
H 10.302431 13.773065 17.599763 -0.1 2.6 -3.1
C 11.642048 11.158606 10.945132 1.2 -0.1 1.0
H 9.728448 10.041795 9.274406 -0.5 1.2 0.0
H 9.383439 8.361198 9.306801 -1.1 -1.2 -0.5
H 10.953096 8.967324 8.745592 -0.4 -0.2 0.6
H 12.287219 11.139902 10.034935 -0.4 -0.1 0.7
H 12.102971 11.777317 11.747591 0.1 -0.5 -0.6
H 10.746895 11.677904 10.766711 -1.2 0.8 -0.8
C 12.236243 15.229603 15.902557 -1.5 1.7 0.4
C 11.081631 14.750178 15.028667 1.4 1.3 2.8
O 10.159159 14.135068 15.558063 0.1 -0.4 -1.1
N 11.241323 15.289246 13.815456 -2.1 -0.2 -2.1
H 11.738073 16.204141 13.816024 -0.4 -0.9 -0.5
H 13.464830 14.639396 13.167575 0.4 0.6 -0.9
C 10.081995 14.985620 12.829745 2.6 0.5 -0.2
H 11.842683 16.201542 16.324141 0.5 -0.7 -0.4
H 13.099332 15.495994 15.314062 0.6 -0.2 0.2
H 12.368447 14.640181 16.778747 0.6 -0.8 0.4
H 10.617031 14.801488 11.802395 -1.6 0.5 1.8
H 9.320666 15.798677 12.853753 0.7 -0.6 -0.3
H 9.699789 14.086029 13.316107 -0.4 0.0 -0.7
C 21.030661 14.659135 16.984281 0.8 -0.7 3.8
C 20.620625 14.420906 15.636329 0.9 -0.7 -1.1
O 19.725495 15.074857 15.163829 -0.9 0.3 -1.4
N 21.344715 13.434176 14.976117 -1.0 0.4 -0.1
H 23.831785 10.804752 22.603752 0.2 3.3 -1.4
H 20.942490 13.162610 14.092675 -0.2 0.3 -0.2
C 21.936507 12.308915 15.672247 0.2 -1.1 -2.3
H 22.081204 14.495731 17.242085 -0.1 -0.2 -0.3
H 20.446122 13.970889 17.626658 0.4 -0.1 -0.2
H 20.773020 15.590615 17.447848 -0.3 0.9 -0.6
H 22.624662 12.638583 16.382472 0.6 0.3 1.7
H 22.600050 11.766104 14.959084 -0.5 0.4 0.2
H 21.199713 11.561941 15.969343 0.0 0.2 0.6
N 15.075045 15.408229 12.493784 2.1 1.6 -0.5
O 15.549438 15.510860 13.621721 -1.5 -1.1 -1.0
O 15.649577 15.798184 11.484597 -0.8 -0.7 1.0
O 13.863533 14.919404 12.287370 -0.7 -0.9 0.9
N 10.620926 13.891028 19.423185 -1.5 0.7 0.4
O 10.631103 15.101746 19.210005 0.7 -1.4 0.9
O 10.276024 13.165864 18.282479 0.6 -3.1 4.1
O 10.708261 13.285093 20.485470 0.2 1.1 -2.6
N 24.024099 11.578843 20.873936 -0.5 0.0 -0.9
O 24.328829 12.520722 20.177638 -0.2 -1.0 1.0
O 23.926976 11.799924 22.209357 0.2 -2.4 1.9
O 23.718187 10.453164 20.557032 0.4 0.0 -0.7
N 10.768283 16.343818 8.621964 -0.6 1.5 -1.3
O 11.408260 15.872046 9.556819 0.7 0.2 1.4
O 10.358804 15.603632 7.741021 -0.6 -1.3 -1.1
O 10.569307 17.592213 8.457330 0.7 -0.5 1.1
N 13.525493 18.509650 13.124518 0.9 1.0 1.7
O 14.258378 19.380650 12.581537 -0.6 -0.6 -0.9
O 12.945320 17.604457 12.525831 0.2 0.2 -0.5
O 13.461862 18.593258 14.379464 -0.4 -0.6 0.1
```
Forces are in eV/Å.

Which formula does entry 2 have?
C10H17N3O5

The lowest strongest force on any atom belongs to which entry?
C28H40N5OSV

Repeat the second record exactly.
Density functional theory data (the ωB97M-V functional and the def2-TZVPD basis) for C10H17N3O5 in the gas phase at a distorted geometry.

Properties
DFT total energy = -931.7867 Ha
Strongest force on any atom = 2.03 eV/A
SMILES = CNC(=O)CNC(=O)[C@@H](CCC(=O)O)NC(C)=O
LUMO = 0.6 eV
HOMO-LUMO gap = 10.01 eV
ΔE to the lowest compared entry with this formula, charge and spin = 0.3892 eV

```
35
Properties=species:S:1:pos:R:3:forces:R:3
C -3.019762 -3.423453 0.567589 0.0 1.0 -0.3
N -2.633804 -2.628005 -0.621915 0.0 -1.0 -0.2
C -2.456257 -1.287893 -0.592937 0.1 0.1 0.8
O -2.681001 -0.616446 0.405050 0.0 -0.2 -0.4
C -1.908917 -0.621037 -1.865106 1.4 -0.4 -0.1
N -0.945534 0.424088 -1.531487 -0.5 -0.6 0.0
C 0.142920 0.147136 -0.785154 1.4 -1.2 0.3
O 0.606099 -0.989841 -0.691928 -0.7 0.6 0.1
C 0.798764 1.323791 -0.058250 0.1 0.8 0.7
C 1.794840 1.009983 1.107477 -0.9 -1.1 -0.1
C 1.205858 0.218642 2.303225 -0.2 0.3 0.0
C 0.057061 0.960483 3.071178 1.4 0.2 -0.3
O -0.340922 2.083252 2.837195 0.2 -1.0 0.0
O -0.363963 0.262441 4.151233 0.3 0.0 -0.9
N 1.426388 2.282239 -0.962146 -1.8 0.5 0.8
C 2.391855 2.130498 -1.880794 1.3 -0.3 -0.3
C 2.949748 0.745780 -2.204485 0.4 1.5 -0.2
O 2.878958 3.137937 -2.344387 0.4 0.5 -0.9
H -3.884715 -2.922678 0.998405 -0.1 -0.3 0.1
H -3.217084 -4.477090 0.343674 -0.1 0.5 -0.3
H -2.233542 -3.386638 1.309620 0.3 0.0 0.2
H -2.348058 -3.147741 -1.439402 0.1 0.3 0.1
H -1.394683 -1.330794 -2.529501 -0.3 -0.1 0.3
H -2.698048 -0.169682 -2.428017 -0.6 0.3 -0.2
H -1.247337 1.364142 -1.613520 -0.2 0.7 0.2
H -0.065526 1.862774 0.369812 0.5 -0.1 0.1
H 2.171127 1.932948 1.513826 0.0 0.7 -0.2
H 2.670922 0.456833 0.729789 -0.5 0.1 0.1
H 0.848264 -0.755451 1.952918 -0.1 0.1 0.2
H 2.056810 0.029306 2.999283 -0.9 0.1 -0.2
H -1.028267 0.835716 4.535816 -0.5 0.2 0.5
H 1.185729 3.267370 -0.792779 0.4 -0.8 -0.2
H 2.188778 0.074416 -2.453229 -1.2 -1.2 -0.1
H 3.478548 0.407753 -1.328226 0.2 -0.4 0.2
H 3.614753 0.799222 -3.072827 0.0 0.3 0.4
```
Forces are in eV/Å.

Look up the strongest force on any atom of the third one.
5.08 eV/A